Run i
The following is a DFT calculation (ωB97M-V with the def2-TZVPD basis set) of C6H10O as an isolated structure.

As for the HOMO energy: -0.33997 Eh. Its orbital gap is 9.72 eV. As for the net charge: 0.

XYZ file:
```
17
Properties=species:S:1:pos:R:3:nbo_charge:R:1
C -1.31 0.37 1.22 -0.61
C -0.07 -0.38 0.71 -0.29
C -0.39 -1.30 -0.48 -0.45
C -0.10 -0.43 -1.68 -0.10
C 0.63 0.64 -1.36 -0.29
C 0.84 0.70 0.11 0.38
O 1.12 1.81 0.77 -0.79
H -1.85 0.82 0.37 0.21
H -2.00 -0.30 1.75 0.21
H -1.01 1.18 1.89 0.24
H 0.42 -0.88 1.55 0.23
H -1.42 -1.68 -0.46 0.22
H 0.28 -2.17 -0.49 0.23
H -0.44 -0.68 -2.68 0.22
H 1.01 1.42 -2.01 0.23
H 2.19 -0.01 0.19 -0.06
H 2.09 0.88 0.60 0.42
```

---

Run ii
The following is a DFT calculation (ωB97M-V with the def2-TZVPD basis set) of a single C6H10O molecule.

As for the HOMO energy: -0.29358 Eh. Its orbital gap is 8.33 eV. As for the SMILES: C=C(C)/C=C/CO. As for the net charge: 0.

XYZ file:
```
17
Properties=species:S:1:pos:R:3:nbo_charge:R:1
C 1.21 1.83 -0.41 -0.40
C 0.18 1.34 0.29 -0.03
C -0.12 1.84 1.68 -0.65
C -0.65 0.21 -0.13 -0.22
C -0.13 -0.82 -0.88 -0.16
C -0.19 -2.27 -0.55 -0.11
O -0.51 -3.08 -1.71 -0.75
H 1.70 2.71 -0.02 0.20
H 1.65 1.33 -1.26 0.20
H -0.79 2.71 1.79 0.22
H -0.46 1.07 2.38 0.22
H 0.83 2.13 2.14 0.22
H -1.72 0.23 0.06 0.21
H 0.54 -0.58 -1.71 0.19
H 0.78 -2.67 -0.22 0.20
H -0.92 -2.54 0.22 0.18
H -1.39 -3.44 -1.67 0.47
```

---

Run iii
The following is a DFT calculation (ωB97M-V with the def2-TZVPD basis set) of a single C6H10O molecule.

As for the HOMO energy: -0.37249 Eh. Its orbital gap is 11.10 eV. As for the SMILES: C#C[C@](C)(O)CC. As for the net charge: 0.

XYZ file:
```
17
Properties=species:S:1:pos:R:3:nbo_charge:R:1
C 1.71 -1.11 -1.68 -0.22
C 0.94 -0.47 -0.99 -0.05
C 0.05 0.44 -0.24 0.17
C -0.81 1.19 -1.27 -0.61
O 0.86 1.33 0.52 -0.71
C -0.84 -0.28 0.77 -0.39
C -0.10 -1.04 1.86 -0.61
H 2.39 -1.66 -2.29 0.24
H -0.17 1.65 -2.03 0.21
H -1.51 0.50 -1.75 0.22
H -1.38 1.98 -0.76 0.22
H 1.59 1.63 -0.03 0.48
H -1.47 0.49 1.22 0.21
H -1.51 -0.96 0.23 0.21
H -0.81 -1.50 2.56 0.21
H 0.55 -0.36 2.43 0.22
H 0.52 -1.83 1.44 0.21
```

---

Top of the stability list: run iii, leading by 0.0490 hartree.

---

Run i
The following is a DFT calculation (ωB97M-V with the def2-TZVPD basis set) of a 2-piece molecular cluster, C2H11N2O overall.

As for the HOMO energy: -0.53165 Eh. Its orbital gap is 11.04 eV. As for the net charge: +1.

XYZ file:
```
16
Properties=species:S:1:pos:R:3:nbo_charge:R:1
N 0.10 1.00 -0.67 -0.68
C 0.76 1.13 0.58 -0.28
C 1.48 -0.19 1.03 -0.25
N 0.82 -1.22 0.16 -0.90
H -0.28 1.89 -0.98 0.45
H -0.64 0.26 -0.60 0.47
H 0.64 0.59 -1.46 0.46
H 0.15 1.60 1.45 0.25
H 1.52 1.92 0.43 0.23
H 1.20 -0.30 2.16 0.22
H 2.59 0.00 0.91 0.24
H 1.46 -1.90 -0.25 0.41
H 0.12 -1.48 0.78 0.38
H -4.01 -0.69 -1.14 0.49
H -2.79 -1.69 -0.93 0.48
O -3.13 -0.90 -1.47 -0.96
```

---

Run ii
The following is a DFT calculation (ωB97M-V with the def2-TZVPD basis set) of a 2-piece molecular cluster, C2H11N2O overall.

As for the HOMO energy: -0.48556 Eh. Its orbital gap is 9.58 eV. As for the net charge: +1.

XYZ file:
```
16
Properties=species:S:1:pos:R:3:nbo_charge:R:1
N -1.72 -2.01 -1.50 -0.90
H -0.96 -1.24 -1.32 0.47
H -2.01 -2.44 -0.62 0.44
H -2.54 -1.56 -1.92 0.44
H -1.37 -2.73 -2.14 0.44
C 1.43 1.68 1.67 -0.42
N 1.05 0.45 0.96 -0.65
C -0.24 0.41 0.38 0.08
O -0.12 -0.02 -1.02 -0.77
H 1.53 2.50 0.97 0.21
H 2.39 1.52 2.15 0.22
H 0.71 1.96 2.44 0.19
H 1.25 -0.37 1.51 0.38
H -0.93 -0.29 0.85 0.15
H -0.68 1.40 0.34 0.19
H 0.84 0.05 -1.16 0.52
```

---

Run iii
The following is a DFT calculation (ωB97M-V with the def2-TZVPD basis set) of a 2-piece molecular cluster, C2H11N2O overall.

As for the HOMO energy: -0.51336 Eh. Its orbital gap is 10.65 eV. As for the net charge: +1.

XYZ file:
```
16
Properties=species:S:1:pos:R:3:nbo_charge:R:1
N -0.47 1.54 -0.55 -0.69
C -0.41 0.08 -0.13 -0.23
C 0.33 0.01 1.23 -0.25
N 1.41 0.97 1.26 -0.89
H -1.12 2.07 0.02 0.44
H 0.48 1.90 -0.38 0.46
H -0.69 1.58 -1.54 0.44
H -1.44 -0.23 -0.01 0.23
H 0.05 -0.48 -0.93 0.25
H -0.40 0.20 2.01 0.21
H 0.71 -1.01 1.29 0.22
H 1.55 1.47 2.12 0.41
H 2.26 0.65 0.82 0.39
H -0.28 -3.50 -1.50 0.49
H -1.43 -2.69 -2.04 0.48
O -0.55 -2.59 -1.65 -0.96
```

---

Top of the stability list: run iii, leading by 0.0109 hartree.

---

Run i
The following is a DFT calculation (ωB97M-V with the def2-TZVPD basis set) of an isolated ion of composition C2H3BrO2P and charge -1.

As for the HOMO energy: -0.15971 Eh. Its orbital gap is 7.87 eV. As for the SMILES: C=C[P@](=O)([O-])Br. As for the net charge: -1.

XYZ file:
```
9
Properties=species:S:1:pos:R:3:nbo_charge:R:1
C 0.58 -1.39 0.24 -0.33
C 0.78 -0.11 -0.04 -0.59
P -0.59 1.08 -0.32 1.87
O -2.19 0.12 -0.91 -1.07
O -0.09 2.25 -1.07 -1.12
Br -0.99 1.78 1.78 -0.37
H 1.34 -2.18 0.17 0.18
H -0.50 -1.80 0.65 0.22
H 1.65 0.24 -0.49 0.21
```

---

Run ii
The following is a DFT calculation (ωB97M-V with the def2-TZVPD basis set) of an isolated ion of composition C2H3BrO2P and charge -1.

As for the HOMO energy: -0.19869 Eh. Its orbital gap is 9.08 eV. As for the SMILES: C=C[P@](=O)([O-])Br. As for the net charge: -1.

XYZ file:
```
9
Properties=species:S:1:pos:R:3:nbo_charge:R:1
C -1.28 -0.74 0.34 -0.40
C -0.55 -0.10 -0.52 -0.58
P 1.05 0.74 -0.07 2.08
O 0.85 1.21 1.33 -1.14
O 1.61 1.58 -1.19 -1.13
Br 2.27 -1.21 -0.01 -0.47
H -2.35 -1.12 0.12 0.18
H -0.78 -0.79 1.41 0.23
H -0.82 0.44 -1.42 0.21
```

---

Top of the stability list: run ii, leading by 0.0957 hartree.

---

Run i
The following is a DFT calculation (ωB97M-V with the def2-TZVPD basis set) of C5H8N2 as an isolated structure.

As for the HOMO energy: -0.32011 Eh. Its orbital gap is 9.67 eV. As for the net charge: 0.

XYZ file:
```
15
Properties=species:S:1:pos:R:3:nbo_charge:R:1
C -0.75 1.31 -0.89 -0.61
C -0.65 -0.04 -0.18 -0.23
C 0.21 -1.14 -0.84 -0.21
N 1.06 -1.27 0.38 -0.61
C 0.40 -0.13 0.93 0.06
C 1.06 0.96 1.69 0.05
N 0.37 0.29 2.54 -0.44
H 0.25 1.66 -1.18 0.22
H -1.37 1.23 -1.78 0.22
H -1.19 2.06 -0.22 0.22
H -1.64 -0.39 0.11 0.22
H 0.76 -0.77 -1.71 0.19
H -0.30 -2.07 -1.10 0.20
H 2.05 -1.13 0.24 0.37
H -0.26 -0.57 2.01 0.36
```

---

Run ii
The following is a DFT calculation (ωB97M-V with the def2-TZVPD basis set) of a single C5H8N2 molecule.

As for the HOMO energy: -0.32938 Eh. Its orbital gap is 9.98 eV. As for the SMILES: Cc1ccn(C)n1. As for the net charge: 0.

XYZ file:
```
15
Properties=species:S:1:pos:R:3:nbo_charge:R:1
C -2.53 -0.56 0.12 -0.64
C -1.06 -0.18 0.03 0.14
C -0.65 1.13 -0.26 -0.36
C 0.71 1.09 -0.25 -0.03
N 1.07 -0.18 0.03 -0.18
C 2.49 -0.54 0.13 -0.39
N -0.01 -0.99 0.21 -0.27
H -3.05 -0.22 -0.78 0.22
H -3.00 -0.01 0.94 0.22
H -2.75 -1.62 0.26 0.23
H -1.28 1.99 -0.45 0.22
H 1.46 1.85 -0.42 0.21
H 3.03 0.35 -0.20 0.21
H 2.78 -1.36 -0.53 0.21
H 2.80 -0.76 1.15 0.21
```

---

Top of the stability list: run ii, leading by 0.1710 hartree.

---

Run i
The following is a DFT calculation (ωB97M-V with the def2-TZVPD basis set) of a single C5H5N molecule.

As for the HOMO energy: -0.35881 Eh. Its orbital gap is 9.86 eV. As for the SMILES: C=C/C=C\C#N. As for the net charge: 0.

XYZ file:
```
11
Properties=species:S:1:pos:R:3:nbo_charge:R:1
C -0.52 1.34 -0.71 -0.32
C -0.89 0.09 -0.80 -0.26
C 0.04 -1.02 -0.48 -0.10
C 0.79 -1.08 0.63 -0.34
C 0.68 -0.14 1.64 0.24
N 0.52 0.63 2.47 -0.31
H -1.04 2.22 -0.90 0.21
H 0.53 1.52 -0.41 0.19
H -1.95 -0.15 -1.09 0.22
H 0.16 -1.84 -1.19 0.22
H 1.68 -1.58 0.84 0.24
```

---

Run ii
The following is a DFT calculation (ωB97M-V with the def2-TZVPD basis set) of a single C5H5N molecule.

As for the HOMO energy: -0.33468 Eh. Its orbital gap is 9.95 eV. As for the SMILES: C#CCC=C=N. As for the net charge: 0.

XYZ file:
```
11
Properties=species:S:1:pos:R:3:nbo_charge:R:1
C 1.82 -1.23 1.67 -0.24
C 1.19 -0.38 1.10 0.00
C 0.73 0.62 -0.06 -0.43
C -0.75 1.02 -0.80 -0.42
C -1.71 0.15 -0.67 0.39
N -2.57 -0.62 -0.32 -0.61
H 2.31 -1.81 2.33 0.22
H 1.00 1.65 0.33 0.24
H 1.21 0.35 -0.94 0.22
H -0.67 1.67 -1.67 0.25
H -2.57 -1.43 -0.95 0.37
```

---

Top of the stability list: run i, leading by 0.1010 hartree.

---

Run i
The following is a DFT calculation (ωB97M-V with the def2-TZVPD basis set) of a 2-piece molecular cluster, C5H5N overall.

As for the HOMO energy (alpha / beta): -0.30867 / -0.30301 Eh. Its orbital gap (alpha / beta) is 7.87 / 7.77 eV. As for the net charge: 0.

XYZ file:
```
11
Properties=species:S:1:pos:R:3:nbo_charge:R:1
C 0.84 -0.52 0.04 -0.02
C 0.38 0.68 -0.44 0.17
C -0.58 -0.75 0.04 0.13
C -1.04 -2.97 0.67 -0.28
C 0.56 2.11 -0.43 -0.69
N -0.46 -0.13 -1.14 -0.28
H -1.44 -2.56 1.60 0.10
H -0.15 -3.33 0.94 0.07
H -0.43 2.62 -0.58 0.26
H 1.38 2.37 -1.25 0.28
H 0.94 2.48 0.57 0.26
```

---

Run ii
The following is a DFT calculation (ωB97M-V with the def2-TZVPD basis set) of a 2-piece molecular cluster, C5H5N overall.

As for the HOMO energy: -0.37433 Eh. Its orbital gap is 10.41 eV. As for the SMILES: C=CC#N.C#C. As for the net charge: 0.

XYZ file:
```
11
Properties=species:S:1:pos:R:3:nbo_charge:R:1
C -1.67 -0.30 0.93 -0.28
C -0.45 0.26 1.10 -0.29
C 0.06 1.34 0.33 0.24
N 0.65 2.25 -0.06 -0.30
H -2.25 -0.26 0.09 0.19
H -2.06 -1.06 1.50 0.20
H 0.19 0.16 1.92 0.24
C 1.86 -0.96 -1.30 -0.23
C 0.89 -0.30 -1.60 -0.23
H 2.73 -1.29 -0.89 0.22
H 0.06 0.17 -2.03 0.23
```

---

Run iii
The following is a DFT calculation (ωB97M-V with the def2-TZVPD basis set) of a single C5H5N molecule.

As for the HOMO energy: -0.32933 Eh. Its orbital gap is 9.36 eV. As for the SMILES: C#CC(C)=C=N. As for the net charge: 0.

XYZ file:
```
11
Properties=species:S:1:pos:R:3:nbo_charge:R:1
C -2.43 1.23 -0.33 -0.32
C -1.32 0.68 -0.17 -0.03
C 0.36 -0.14 0.08 -0.11
C 0.64 -0.60 1.46 -0.64
C 0.94 -0.14 -1.06 0.38
N 1.53 0.04 -2.12 -0.59
H -3.36 1.70 -0.42 0.24
H 1.71 -0.47 1.64 0.23
H 0.08 -0.01 2.19 0.25
H 0.38 -1.65 1.60 0.22
H 1.48 -0.65 -2.86 0.38
```

---

Run iv
The following is a DFT calculation (ωB97M-V with the def2-TZVPD basis set) of a single C5H5N molecule.

As for the HOMO energy: -0.31401 Eh. Its orbital gap is 8.17 eV. As for the net charge: 0.

XYZ file:
```
11
Properties=species:S:1:pos:R:3:nbo_charge:R:1
C -0.91 -1.04 0.10 0.41
C 1.13 -0.14 -0.26 -0.56
C -0.91 1.16 0.15 -0.40
C 0.24 -1.62 0.16 -0.46
C 0.67 1.23 0.02 0.23
N -1.52 -0.03 -0.25 -0.49
H 2.08 -0.36 0.22 0.25
H 0.98 0.00 -1.35 0.28
H -0.92 1.43 1.20 0.23
H -1.43 1.94 -0.48 0.24
H 0.61 -2.57 0.49 0.25
```

---

Top of the stability list: run ii, leading by 0.0327 hartree.

---

Run i
The following is a DFT calculation (ωB97M-V with the def2-TZVPD basis set) of a single C5H5N molecule.

As for the HOMO energy: -0.35660 Eh. Its orbital gap is 9.85 eV. As for the SMILES: C=CC(=C)C#N. As for the net charge: 0.

XYZ file:
```
11
Properties=species:S:1:pos:R:3:nbo_charge:R:1
C 1.42 -1.17 0.04 -0.35
C 0.97 0.08 -0.07 -0.23
C -0.50 0.37 0.05 -0.16
C -0.94 1.63 0.01 -0.28
C -1.41 -0.75 0.01 0.27
N -2.04 -1.75 -0.08 -0.30
H 0.69 -2.03 0.34 0.21
H 2.44 -1.55 -0.06 0.21
H 1.65 0.89 -0.31 0.22
H -2.00 1.85 0.09 0.21
H -0.28 2.42 -0.03 0.20
```

---

Run ii
The following is a DFT calculation (ωB97M-V with the def2-TZVPD basis set) of a single C5H5N molecule.

As for the HOMO energy (alpha / beta): -0.30569 / -0.32052 Eh. Its orbital gap (alpha / beta) is 7.68 / 7.31 eV. As for the net charge: 0.

XYZ file:
```
11
Properties=species:S:1:pos:R:3:nbo_charge:R:1
C 0.23 1.76 1.99 0.23
C 0.29 -0.30 0.71 -0.32
C -0.26 -1.10 -0.23 0.24
C 0.08 1.07 0.80 -0.30
C -0.21 -1.13 -1.67 -0.76
N 0.39 2.34 2.97 -0.30
H 0.64 -0.78 1.62 0.25
H -0.38 1.61 -0.03 0.23
H 0.63 -0.60 -2.13 0.22
H -1.15 -0.69 -2.02 0.27
H -0.24 -2.17 -2.02 0.26
```

---

Top of the stability list: run i, leading by 0.0953 hartree.